(1)
{
  "formula": "C12H10S2",
  "method": "ωB97M-V/def2-TZVPD",
  "elements": ["C", "C", "C", "C", "C", "C", "C", "C", "C", "C", "C", "C", "H", "H", "H", "H", "H", "H", "H", "H", "H", "H", "S", "S"],
  "positions_angstrom": [[-0.821, 1.699, 0.655], [-0.696, 2.136, 1.977], [-1.616, 1.606, 2.935], [-2.498, 0.604, 2.662], [-2.529, 0.120, 1.333], [-1.715, 0.651, 0.359], [1.828, -0.045, -1.012], [2.007, -0.062, -2.406], [1.775, -1.277, -3.034], [1.369, -2.375, -2.276], [1.251, -2.375, -0.895], [1.521, -1.160, -0.218], [-0.014, 2.980, 2.210], [-1.637, 2.040, 3.940], [-3.123, 0.201, 3.471], [-3.231, -0.671, 1.175], [-1.863, 0.261, -0.697], [2.323, 0.810, -2.965], [2.012, -1.423, -4.177], [1.183, -3.347, -2.688], [0.841, -3.216, -0.332], [1.528, -1.060, 0.900], [1.956, 1.599, -0.228], [0.146, 2.304, -0.689]],
  "atomic_forces_ev_per_a": [[-0.265, -0.929, 0.521], [-1.206, 0.213, -0.040], [1.561, 1.525, 0.499], [0.063, -0.476, -0.985], [-0.300, 0.101, 1.638], [-0.629, -0.319, -1.310], [0.386, 0.988, 0.530], [-0.379, -1.164, 0.552], [0.799, -0.458, -2.083], [0.001, -0.797, 0.371], [-0.148, 1.745, 0.773], [0.095, -0.018, -0.138], [-0.525, -0.803, -0.029], [0.287, -0.139, -0.308], [0.154, 0.156, -0.636], [-0.170, -0.382, -0.670], [0.567, 0.668, 1.382], [-0.088, 0.043, 0.204], [-0.731, 0.388, 2.427], [-0.064, -0.142, -0.831], [0.462, 0.048, -0.337], [-0.272, -0.113, -1.320], [0.997, -1.012, -0.097], [-0.593, 0.879, -0.114]],
  "smiles": "c1ccc(SSc2ccccc2)cc1",
  "e_homo_ev": -8.68,
  "de_lowest_kcal_mol": 0.0,
  "gap_ev": 9.26
}

---

(2)
{
  "formula": "C12H11BrN2O7P2Zr",
  "method": "ωB97M-V/def2-TZVPD",
  "elements": ["Zr", "Br", "C", "C", "C", "C", "C", "C", "N", "C", "C", "C", "C", "C", "C", "N", "H", "H", "H", "H", "H", "H", "H", "H", "H", "O", "P", "O", "O", "O", "P", "O", "O", "O", "H", "H"],
  "positions_angstrom": [[-1.097, -0.064, 0.020], [4.467, -4.790, 0.139], [3.452, -3.234, 0.081], [4.086, -1.997, 0.199], [3.349, -0.828, 0.174], [1.972, -0.908, 0.022], [1.350, -2.136, -0.106], [2.075, -3.313, -0.073], [1.108, 0.246, 0.038], [1.480, 1.460, 0.182], [0.458, 2.515, 0.327], [0.784, 3.841, 0.393], [-0.245, 4.779, 0.552], [-1.551, 4.350, 0.655], [-1.816, 2.990, 0.598], [-0.839, 2.087, 0.429], [5.160, -1.953, 0.317], [3.868, 0.115, 0.279], [0.277, -2.256, -0.251], [1.580, -4.269, -0.162], [2.528, 1.740, 0.247], [1.817, 4.153, 0.321], [-0.010, 5.835, 0.595], [-2.368, 5.046, 0.787], [-2.825, 2.608, 0.672], [-1.584, -0.039, -2.335], [-2.959, -0.643, -1.717], [-4.016, -1.105, -2.567], [-3.018, 0.374, -0.548], [-2.053, -1.821, -0.861], [-2.355, -2.463, 0.723], [-3.871, -2.211, 0.910], [-1.758, -3.768, 0.840], [-1.639, -1.232, 1.453], [-1.363, -0.107, -3.275], [-4.443, -3.001, 0.940]],
  "atomic_forces_ev_per_a": [[0.813, 0.319, 0.546], [0.083, -0.141, 0.000], [0.039, 0.012, 0.016], [-0.011, 0.153, -0.002], [0.262, -0.117, 0.023], [-0.202, 0.824, -0.017], [-0.199, -0.447, -0.098], [0.001, 0.150, -0.008], [0.276, -0.533, -0.053], [0.028, 0.476, 0.118], [-0.037, -0.369, 0.049], [-0.027, 0.346, 0.016], [0.192, 0.036, -0.021], [-0.073, -0.011, 0.089], [0.130, -0.036, -0.114], [0.227, 0.423, 0.006], [-0.012, -0.017, -0.001], [-0.022, -0.021, 0.005], [-0.044, 0.101, -0.004], [-0.011, -0.007, -0.003], [-0.009, 0.056, -0.018], [-0.013, 0.013, 0.003], [0.004, -0.011, 0.001], [0.012, -0.001, 0.000], [-0.047, -0.028, -0.022], [0.456, 0.293, -0.195], [-0.830, -0.505, 0.082], [0.052, 0.050, -0.001], [-0.173, 0.033, -0.293], [-0.614, -0.139, 0.218], [-0.087, -0.180, -0.158], [-0.176, -0.115, 0.054], [0.072, -0.034, -0.010], [-0.220, -0.487, -0.147], [0.059, -0.226, -0.075], [0.099, 0.140, 0.014]],
  "total_charge": 2,
  "e_homo_ev": -14.69,
  "gap_ev": 5.85
}

---

What did the first record say?
{
  "formula": "C12H10S2",
  "method": "ωB97M-V/def2-TZVPD",
  "elements": ["C", "C", "C", "C", "C", "C", "C", "C", "C", "C", "C", "C", "H", "H", "H", "H", "H", "H", "H", "H", "H", "H", "S", "S"],
  "positions_angstrom": [[-0.821, 1.699, 0.655], [-0.696, 2.136, 1.977], [-1.616, 1.606, 2.935], [-2.498, 0.604, 2.662], [-2.529, 0.120, 1.333], [-1.715, 0.651, 0.359], [1.828, -0.045, -1.012], [2.007, -0.062, -2.406], [1.775, -1.277, -3.034], [1.369, -2.375, -2.276], [1.251, -2.375, -0.895], [1.521, -1.160, -0.218], [-0.014, 2.980, 2.210], [-1.637, 2.040, 3.940], [-3.123, 0.201, 3.471], [-3.231, -0.671, 1.175], [-1.863, 0.261, -0.697], [2.323, 0.810, -2.965], [2.012, -1.423, -4.177], [1.183, -3.347, -2.688], [0.841, -3.216, -0.332], [1.528, -1.060, 0.900], [1.956, 1.599, -0.228], [0.146, 2.304, -0.689]],
  "atomic_forces_ev_per_a": [[-0.265, -0.929, 0.521], [-1.206, 0.213, -0.040], [1.561, 1.525, 0.499], [0.063, -0.476, -0.985], [-0.300, 0.101, 1.638], [-0.629, -0.319, -1.310], [0.386, 0.988, 0.530], [-0.379, -1.164, 0.552], [0.799, -0.458, -2.083], [0.001, -0.797, 0.371], [-0.148, 1.745, 0.773], [0.095, -0.018, -0.138], [-0.525, -0.803, -0.029], [0.287, -0.139, -0.308], [0.154, 0.156, -0.636], [-0.170, -0.382, -0.670], [0.567, 0.668, 1.382], [-0.088, 0.043, 0.204], [-0.731, 0.388, 2.427], [-0.064, -0.142, -0.831], [0.462, 0.048, -0.337], [-0.272, -0.113, -1.320], [0.997, -1.012, -0.097], [-0.593, 0.879, -0.114]],
  "smiles": "c1ccc(SSc2ccccc2)cc1",
  "e_homo_ev": -8.68,
  "de_lowest_kcal_mol": 0.0,
  "gap_ev": 9.26
}